[1]
{"formula": "C3H12N2O3", "method": "ωB97M-V with the def2-TZVPD basis set", "spin_multiplicity": 2, "e_homo_ev": [0.8, -5.5], "gap_ev": [2.619, 8.865], "total_energy_ev": -12425.314, "relative_energy_ev": 2.606, "total_charge": -1, "elements": ["O", "C", "C", "N", "C", "N", "H", "H", "H", "H", "H", "H", "H", "H", "H", "H", "O", "H", "H", "O"], "positions_angstrom": [[2.44, 2.21, 1.44], [1.51, 2.66, 0.85], [0.99, 1.85, -0.33], [0.26, 0.77, 0.31], [-0.93, 0.25, -0.34], [-0.89, -0.25, -1.71], [0.75, 3.48, 1.13], [1.80, 1.57, -1.07], [0.15, 2.36, -0.93], [0.73, -0.07, 0.72], [-1.37, -0.55, 0.30], [-1.59, 1.23, -0.40], [-0.22, -1.02, -1.86], [-1.08, 0.30, -2.63], [0.92, -2.46, 1.86], [-0.18, -1.71, 1.30], [0.52, -1.54, 1.97], [-1.17, -2.62, -0.90], [-1.62, -3.24, 0.49], [-1.04, -3.24, -0.21]], "lowdin_charge": [0.05, -0.30, -0.25, -0.10, -0.46, -0.07, 0.13, 0.11, 0.11, 0.08, 0.06, 0.13, 0.02, 0.08, 0.04, -0.05, -0.23, -0.05, -0.10, -0.19]}

[2]
{"formula": "C3H12N2O3", "method": "ωB97M-V with the def2-TZVPD basis set", "e_homo_ev": -9.4, "gap_ev": 9.773, "total_energy_ev": -12426.628, "relative_energy_ev": 2.722, "total_charge": 0, "elements": ["C", "C", "O", "N", "C", "N", "H", "H", "H", "H", "H", "H", "H", "H", "O", "H", "H", "O", "H", "H"], "positions_angstrom": [[1.28, 2.59, -0.12], [1.22, 1.25, 0.55], [1.57, 1.08, 1.72], [0.60, 0.21, -0.12], [0.49, -1.10, 0.50], [0.30, -1.94, -0.69], [0.52, 2.86, -0.80], [1.33, 3.43, 0.89], [2.20, 2.93, -0.64], [-0.16, 0.35, -0.83], [1.37, -1.36, 0.98], [-0.40, -1.11, 1.22], [-0.20, -1.49, -1.34], [0.25, -2.94, -0.46], [-3.76, 0.00, -4.26], [-4.42, 0.15, -4.97], [-3.57, 0.96, -4.02], [0.49, -2.32, 4.11], [0.54, -1.66, 4.95], [0.35, -1.88, 3.33]], "lowdin_charge": [-0.02, -0.54, 0.03, 0.03, -0.26, 0.03, 0.04, 0.17, 0.08, 0.15, 0.09, 0.13, 0.00, 0.09, -0.10, 0.04, 0.06, -0.09, 0.13, -0.06]}

[3]
{"formula": "C3H12N2OS", "method": "ωB97M-V with the def2-TZVPD basis set", "e_homo_ev": -8.8, "gap_ev": 9.550, "total_energy_ev": -19167.552, "relative_energy_ev": 1.189, "total_charge": 0, "elements": ["N", "C", "C", "N", "C", "S", "H", "H", "H", "H", "H", "H", "H", "H", "H", "H", "O", "H", "H"], "positions_angstrom": [[0.56, -1.57, -0.77], [-0.80, -1.27, -0.33], [-0.83, 0.04, 0.53], [-0.96, 1.27, -0.31], [0.35, 0.05, 1.46], [0.20, 1.40, 2.51], [0.93, -1.23, -1.70], [0.53, -2.61, -0.90], [-1.19, -2.00, 0.24], [-1.61, -1.03, -1.15], [-1.70, 0.13, 1.20], [-0.86, 2.11, 0.25], [-1.84, 1.21, -0.80], [1.29, 0.17, 0.93], [0.49, -0.92, 2.03], [1.10, 0.93, 3.38], [1.67, 1.39, -2.07], [0.92, 1.05, -1.57], [1.76, 0.89, -2.93]], "lowdin_charge": [0.00, -0.24, -0.48, 0.03, -0.64, 0.75, 0.08, 0.09, 0.06, 0.14, 0.11, 0.04, 0.07, 0.06, 0.12, -0.13, -0.10, -0.02, 0.05]}

[4]
{"formula": "C3H12N2OS", "method": "ωB97M-V with the def2-TZVPD basis set", "spin_multiplicity": 2, "e_homo_ev": [-13.5, -13.0], "gap_ev": [10.459, 4.116], "total_energy_ev": -19158.084, "relative_energy_ev": 1.608, "total_charge": 1, "elements": ["N", "C", "C", "S", "C", "N", "H", "H", "H", "H", "H", "H", "H", "H", "H", "H", "H", "H", "O"], "positions_angstrom": [[-1.69, 1.39, 0.48], [-0.78, 0.19, 0.08], [-0.31, -0.54, 1.38], [-1.65, -1.67, 1.93], [0.60, 0.66, -0.36], [0.73, 1.28, -1.69], [-2.41, 1.73, -0.19], [-0.97, -2.30, 3.05], [-2.31, 1.12, 1.38], [-1.32, -0.39, -0.70], [0.72, -0.84, 1.25], [-0.26, 0.30, 2.14], [1.22, -0.22, -0.54], [1.19, 1.28, 0.30], [0.56, 2.28, -1.87], [0.17, 0.74, -2.34], [4.34, 0.66, -3.85], [3.45, 0.68, -2.51], [3.95, 0.14, -3.14]], "lowdin_charge": [0.12, -0.36, -0.54, 0.75, -0.22, 0.15, 0.11, -0.04, 0.16, 0.15, 0.08, 0.11, 0.14, 0.15, 0.13, 0.12, 0.04, 0.01, -0.06]}

[5]
{"formula": "C3H12N2S", "method": "ωB97M-V with the def2-TZVPD basis set", "e_homo_ev": -8.4, "gap_ev": 9.280, "total_energy_ev": -17120.014, "relative_energy_ev": 0.832, "total_charge": 0, "elements": ["C", "S", "C", "H", "H", "H", "H", "H", "H", "N", "C", "N", "H", "H", "H", "H", "H", "H"], "positions_angstrom": [[0.91, -1.25, -1.98], [2.63, -1.43, -2.43], [2.77, 0.04, -3.51], [0.40, -0.40, -2.42], [0.85, -0.94, -0.93], [0.39, -2.20, -2.00], [3.48, 0.76, -3.11], [3.10, -0.34, -4.47], [1.90, 0.69, -3.52], [-3.65, 1.36, 4.33], [-2.63, 1.79, 3.39], [-2.38, 0.74, 2.45], [-3.67, 2.00, 5.12], [-3.36, 0.43, 4.63], [-2.94, 2.74, 2.96], [-1.68, 2.13, 3.85], [-3.12, 0.07, 2.33], [-2.09, 1.11, 1.56]], "lowdin_charge": [-0.46, 0.73, -0.42, 0.03, 0.02, 0.02, 0.03, 0.02, 0.03, -0.01, -0.42, -0.01, 0.06, 0.06, 0.10, 0.10, 0.06, 0.06]}

[6]
{"formula": "C3H12N3", "method": "ωB97M-V with the def2-TZVPD basis set", "e_homo_ev": -13.8, "gap_ev": 10.299, "total_energy_ev": -7769.144, "relative_energy_ev": 1.486, "total_charge": 1, "elements": ["C", "C", "C", "N", "N", "N", "H", "H", "H", "H", "H", "H", "H", "H", "H", "H", "H", "H"], "positions_angstrom": [[0.43, -1.39, 0.54], [-1.69, -0.65, 1.72], [-0.83, -0.63, 0.51], [-1.13, 0.11, -0.50], [1.70, 1.42, -0.65], [1.00, 0.98, -1.83], [0.20, -2.46, 0.50], [0.94, -1.23, 1.49], [1.09, -1.13, -0.27], [-1.52, -1.53, 2.33], [-2.75, -0.55, 1.49], [-1.40, 0.22, 2.33], [-0.37, 0.37, -1.21], [-1.99, 0.63, -0.50], [1.23, 2.25, -0.30], [1.53, 0.21, -2.24], [0.91, 1.69, -2.55], [2.66, 1.69, -0.87]], "lowdin_charge": [0.00, 0.00, -0.34, 0.23, -0.03, -0.09, 0.12, 0.11, 0.07, 0.10, 0.10, 0.12, 0.07, 0.15, 0.08, 0.11, 0.11, 0.09]}